Entry from OMol25: a structure of composition C35H28Br2CdN7O2S2Se at a distorted geometry (the ωB97M-V functional and the def2-TZVPD basis).

Last column: Mulliken charge in e.
Atoms and positions in Å:
1 N -6.25715 -3.36002 3.76603  -0.60
2 N 1.43517 3.01263 2.91655  -0.58
3 C 2.26011 -1.33230 1.23416  0.42
4 H 6.74734 4.07595 -0.80969  0.36
5 H -1.80586 2.31688 -2.28250  0.48
6 C -6.14324 -0.97603 3.69107  -0.17
7 H 4.36560 -3.21038 3.19135  0.42
8 N 5.86041 5.14127 -2.30027  -0.69
9 C -0.02521 -0.20688 -3.47684  1.17
10 C -6.84005 -2.20499 1.75864  -0.19
11 H 2.34496 3.42342 3.03930  0.21
12 C -5.04863 0.59884 0.91702  0.02
13 H -1.95935 1.58618 1.83805  0.44
14 H 5.09460 2.21067 -0.83206  0.52
15 C -1.54554 1.55141 -4.26778  -0.50
16 C -1.21115 -3.65347 1.65346  -1.06
17 C 4.85493 5.18468 -3.16664  -0.38
18 C -6.66281 -3.35760 2.50635  -0.42
19 H -5.92982 -0.04626 4.19420  0.36
20 Cd 0.38096 0.18086 -0.54879  1.68
21 C 3.45029 -2.94136 2.68498  -0.40
22 H -6.85742 -4.33173 2.07736  0.38
23 H 3.63143 -3.91233 -2.82328  0.41
24 C -4.07422 1.16550 1.72150  -0.53
25 H 3.63081 3.88879 1.10938  0.37
26 H -2.01713 -2.08067 0.40460  0.42
27 N 1.14529 -1.76656 -2.14403  0.29
28 H -5.42984 -0.39281 -0.95151  0.45
29 C 2.65016 4.19642 0.72935  -1.22
30 C -3.35185 0.09732 -0.66507  -0.39
31 C -0.47054 0.57591 -2.44936  -0.92
32 C -6.00166 -2.19358 4.33639  -0.42
33 H -5.67017 -2.24056 5.36516  0.37
34 H 1.69229 2.59605 -0.26020  -0.27
35 N -2.41319 0.63163 0.09929  0.28
36 N -0.04124 -1.76492 0.79258  0.25
37 C -4.68989 0.05054 -0.30375  -0.74
38 H -0.10156 -5.00980 2.87213  0.30
39 S -6.76126 0.54329 1.45870  -0.13
40 C 0.93866 -1.27128 -3.37348  0.68
41 H -4.32837 1.60538 2.67284  0.45
42 C 2.07854 -2.68668 -1.98371  -0.10
43 O 0.31487 1.59171 1.55670  -0.76
44 C 1.64982 -1.74588 -4.48459  -1.06
45 H 3.20340 -3.06312 -5.13831  0.40
46 Se 2.61434 1.76446 -2.55229  -0.45
47 H 2.19529 -3.05724 -0.97069  0.32
48 O 2.27476 -0.27572 0.56070  -0.34
49 C 1.11998 -3.37381 2.17003  0.40
50 C -6.57391 -0.98906 2.37192  0.41
51 C 2.86218 -3.17882 -3.01583  -0.93
52 H 4.84161 6.04812 -3.82180  0.35
53 H -3.01773 -0.29818 -1.61602  0.50
54 C 2.32705 -3.73150 2.78910  0.17
55 C 1.15030 2.48731 1.67083  0.44
56 C 1.08169 -2.17667 1.39056  -0.11
57 Br 4.92330 -0.65708 1.82061  -0.20
58 C -0.08168 -4.10422 2.28103  -0.89
59 Br 2.44270 -5.32980 3.83831  -0.29
60 C 3.93068 3.11482 -2.40876  0.15
61 H 1.13504 2.43244 3.68306  0.27
62 N 1.72657 3.09716 0.62734  0.34
63 H -2.14402 2.20595 -4.87184  0.46
64 C 2.62676 -2.69883 -4.29741  -0.39
65 C 3.40104 -1.78763 1.93204  -0.14
66 C 5.90884 4.08478 -1.49748  -0.26
67 H 2.79152 4.61167 -0.26449  0.33
68 H -7.17502 -2.24554 0.73409  0.38
69 C -1.34273 1.58405 -2.92349  -0.47
70 S -0.67152 0.29245 -5.03495  -0.29
71 H 1.44375 -1.34238 -5.46534  0.31
72 C 4.99086 3.05343 -1.50196  -0.45
73 H 2.23509 4.97347 1.37512  0.42
74 C -2.76481 1.15455 1.26127  -0.59
75 C -1.14145 -2.46620 0.91155  -0.52
76 H 3.06857 4.30026 -3.97153  0.38
77 C 3.87454 4.22298 -3.25662  -0.33
78 H -2.14604 -4.19133 1.72764  0.48

## Properties
LUMO level = 0.062 Ha
Total charge = -1
Total energy = -282945.0432 eV
Frontier orbital gap = 0.2009 hartree
Energy relative to the best compared isomer or geometry (same formula, charge and spin) = 0.0000 eV
M = 993.97 g mol⁻¹